[1]
{"formula": "C14H34ClN2O8S2", "method": "ωB97M-V/def2-TZVPD", "species": ["C", "C", "C", "Cl", "S", "O", "O", "N", "S", "O", "O", "O", "C", "C", "N", "C", "C", "C", "O", "H", "H", "H", "H", "H", "H", "H", "H", "H", "H", "H", "H", "H", "H", "H", "H", "H", "H", "C", "C", "C", "O", "H", "H", "H", "H", "H", "H", "H", "H", "C", "C", "C", "O", "H", "H", "H", "H", "H", "H", "H", "H"], "coordinates": [[1.165955, 4.270647, -0.050064], [0.758523, 3.454578, -1.286819], [1.457072, 2.106680, -1.401099], [1.560489, 1.572984, -3.096338], [0.623232, 0.846587, -0.387717], [0.319719, 1.561185, 0.835279], [1.533399, -0.273444, -0.289808], [-0.717829, 0.582388, -1.171712], [-1.124940, -0.783217, -1.863333], [-0.083966, -1.430806, -2.605903], [-2.397434, -0.574737, -2.500238], [-1.396874, -1.815099, -0.657074], [-1.946096, -1.391229, 0.594477], [-2.250729, -2.667661, 1.384626], [-1.365408, -2.792905, 2.538466], [0.036587, -2.963467, 2.140387], [1.027920, -1.911975, 2.696621], [0.455087, -0.978545, 3.741919], [2.148205, -2.596410, 3.306712], [1.336132, 5.315504, -0.316913], [0.389887, 4.238164, 0.712848], [2.070693, 3.874447, 0.416718], [0.962101, 4.016017, -2.198648], [-0.312943, 3.257455, -1.250767], [2.480675, 2.121543, -1.022489], [-2.821597, -0.760066, 0.423891], [-1.205107, -0.805485, 1.140173], [-3.287077, -2.699694, 1.730445], [-2.119534, -3.494833, 0.670455], [-1.687435, -3.551793, 3.121170], [0.090091, -2.937736, 1.050043], [0.417071, -3.936809, 2.462578], [1.405016, -1.315682, 1.862496], [-0.327957, -0.348858, 3.321615], [1.255188, -0.332683, 4.109163], [0.048620, -1.544911, 4.583347], [2.811382, -2.740085, 2.620793], [-3.424116, 3.277688, -1.701629], [-3.142642, 4.485264, -0.821975], [-4.363766, 5.375352, -0.648883], [-2.037138, 5.233636, -1.324941], [-3.719454, 3.604956, -2.704052], [-2.538317, 2.648000, -1.792100], [-4.233148, 2.671419, -1.291427], [-2.804375, 4.139199, 0.157217], [-4.687150, 5.761073, -1.620801], [-4.132457, 6.224023, -0.004251], [-5.195657, 4.820148, -0.212538], [-2.258832, 5.558650, -2.204366], [3.183323, -2.755321, -1.597184], [3.328592, -3.715050, -0.427003], [4.293745, -4.853900, -0.719275], [2.054661, -4.210734, -0.030942], [2.787219, -3.286948, -2.467691], [2.488350, -1.950879, -1.353600], [4.146082, -2.320780, -1.873698], [3.684869, -3.160359, 0.445973], [3.929373, -5.441881, -1.566977], [4.380483, -5.515501, 0.143394], [5.285298, -4.474786, -0.972586], [1.666939, -4.683315, -0.775966]], "forces_ev_per_angstrom": [[-0.051, -0.032, 0.048], [-0.074, -0.029, 0.161], [0.114, -0.044, 0.170], [0.024, -0.092, -0.004], [-0.023, 0.310, -0.259], [0.134, -0.185, 0.025], [-0.126, 0.022, 0.087], [-0.143, -0.128, 0.138], [-0.060, 0.027, 0.159], [-0.184, 0.008, -0.039], [0.143, 0.079, 0.000], [0.306, -0.136, -0.070], [-0.092, 0.061, -0.041], [0.025, -0.101, -0.058], [-0.195, 0.114, -0.129], [-0.010, 0.065, 0.097], [0.086, -0.028, 0.003], [0.102, -0.046, 0.056], [0.172, 0.090, -0.139], [0.012, -0.040, 0.025], [0.033, -0.024, -0.035], [0.024, 0.067, -0.073], [-0.002, -0.032, 0.017], [0.016, 0.138, -0.211], [-0.060, 0.072, -0.005], [-0.031, -0.098, -0.020], [-0.008, 0.104, -0.049], [0.038, 0.152, 0.001], [-0.097, -0.013, 0.064], [0.130, -0.010, 0.016], [0.119, -0.118, 0.063], [-0.046, 0.014, -0.046], [-0.022, 0.005, 0.041], [-0.030, -0.076, 0.019], [-0.024, -0.020, -0.029], [-0.053, 0.042, -0.038], [-0.221, -0.043, 0.114], [0.091, 0.051, -0.011], [-0.047, -0.190, -0.036], [0.045, 0.046, 0.000], [0.063, 0.226, 0.045], [-0.030, -0.004, -0.001], [-0.050, -0.049, 0.021], [0.011, -0.011, -0.002], [0.001, 0.000, 0.010], [-0.022, -0.016, 0.000], [0.001, 0.000, -0.001], [0.006, -0.012, -0.004], [-0.043, -0.096, -0.012], [-0.076, 0.015, 0.031], [-0.018, 0.225, -0.214], [-0.049, -0.054, 0.053], [0.071, -0.265, 0.185], [0.024, -0.023, -0.026], [0.057, -0.085, -0.034], [0.035, -0.009, 0.005], [0.024, 0.014, 0.007], [0.019, 0.011, -0.016], [0.003, -0.014, 0.005], [-0.003, 0.018, -0.005], [-0.040, 0.144, -0.055]], "lowdin_charge": [-0.103, -0.311, -0.752, 0.632, 0.470, -0.320, -0.338, -0.316, 0.459, -0.308, -0.310, -0.274, -0.192, -0.198, -0.071, -0.159, -0.397, -0.057, -0.068, 0.065, 0.064, 0.069, 0.090, 0.075, 0.084, 0.123, 0.097, 0.110, 0.118, 0.099, 0.099, 0.119, 0.111, 0.068, 0.077, 0.075, 0.067, -0.047, -0.499, -0.070, -0.060, 0.082, 0.062, 0.083, 0.140, 0.076, 0.073, 0.076, 0.087, -0.047, -0.497, -0.068, -0.051, 0.086, 0.048, 0.080, 0.129, 0.077, 0.073, 0.074, 0.094], "fmax_ev_per_a": 0.405, "mol_weight_g_mol": 458.02, "multiplicity": 1, "energy_ha": -2521.88258, "total_charge": -1, "homo_lumo_gap_ha": 0.32574, "e_lumo_ev": 2.865}


[2]
{"formula": "C8H8Cl2O3Pt", "method": "ωB97M-V/def2-TZVPD", "species": ["Pt", "Cl", "C", "C", "C", "C", "O", "C", "C", "O", "C", "H", "H", "H", "H", "Cl", "C", "O", "H", "H", "H", "H"], "coordinates": [[-2.430114, -0.549999, -0.382927], [3.752333, 3.416430, 0.055760], [2.569656, 2.252063, -0.070380], [2.900157, 0.917479, -0.417775], [1.922586, -0.019812, -0.516225], [0.541460, 0.313582, -0.289879], [-0.310139, -0.625384, -0.407336], [0.211720, 1.671649, 0.071259], [-1.131146, 2.127204, 0.344524], [-2.170700, 1.466311, 0.268094], [1.216266, 2.606206, 0.179351], [3.933879, 0.657309, -0.604521], [2.145607, -1.044046, -0.783670], [-1.252980, 3.172403, 0.649464], [0.987589, 3.629217, 0.455077], [-3.956296, -0.505651, -1.917304], [-1.111214, -3.386530, 0.482596], [-2.299406, -2.531235, 0.382847], [-1.458238, -4.408054, 0.610699], [-0.507062, -3.069927, 1.328460], [-0.572798, -3.282721, -0.451713], [-2.981164, -2.806492, 1.013599]], "forces_ev_per_angstrom": [[-0.014, 0.082, -0.079], [0.080, 0.073, 0.007], [-0.135, -0.066, 0.010], [0.008, -0.055, -0.021], [0.077, 0.031, -0.013], [-0.223, -0.134, 0.023], [0.185, 0.061, -0.057], [0.064, 0.074, 0.004], [0.043, 0.082, -0.052], [-0.160, -0.100, 0.156], [0.057, -0.016, -0.017], [0.013, 0.037, 0.012], [0.011, 0.001, 0.002], [0.020, 0.011, -0.005], [0.023, 0.009, 0.000], [-0.033, -0.009, -0.097], [0.002, -0.085, -0.004], [-0.025, 0.021, 0.183], [0.010, -0.006, -0.025], [-0.019, 0.010, -0.001], [-0.009, -0.011, -0.003], [0.026, -0.010, -0.024]], "mulliken_spin": [1.886, 0.165, 0.281, -0.063, 0.157, 0.131, 0.305, 0.016, 0.023, 0.146, 0.109, 0.000, -0.003, 0.012, -0.003, 0.711, 0.001, 0.117, 0.006, 0.004, 0.002, -0.004], "fmax_ev_per_a": 0.261, "mol_weight_g_mol": 418.13, "multiplicity": 5, "s2": 6.03, "energy_ha": -1574.27340, "total_charge": 2, "homo_lumo_gap_ha": [0.30188, 0.25255], "e_lumo_ev": [-8.397, -11.201]}


[3]
{"formula": "C5H6", "method": "ωB97M-V/def2-TZVPD", "species": ["C", "C", "C", "C", "C", "H", "H", "H", "H", "H", "H"], "coordinates": [[1.647537, 0.270365, -0.067795], [1.665024, -0.106432, -1.285855], [0.112826, 0.418910, -0.467982], [-0.928505, -0.669004, -0.409969], [-0.594046, 0.018565, 0.848268], [2.027584, 0.559924, 0.896913], [-0.220038, 1.350205, -0.919113], [-1.874028, -0.410470, -0.865905], [-0.600231, -1.690068, -0.560530], [-1.233791, 0.792685, 1.257291], [-0.002333, -0.534676, 1.574679]], "forces_ev_per_angstrom": [[0.355, -0.014, -0.648], [0.173, -0.103, 0.433], [-0.165, 0.402, 0.345], [-0.201, -0.166, 0.027], [-0.177, 0.001, 0.160], [0.004, -0.069, -0.281], [0.140, -0.136, 0.279], [0.065, -0.052, -0.155], [0.029, 0.115, 0.047], [-0.109, -0.247, -0.039], [-0.113, 0.269, -0.169]], "lowdin_charge": [-0.151, 0.089, -0.361, -0.122, -0.112, 0.096, 0.127, 0.107, 0.114, 0.107, 0.105], "fmax_ev_per_a": 0.739, "mol_weight_g_mol": 66.10, "multiplicity": 1, "energy_ha": -193.92787, "e_above_lowest_kj_mol": 400.7, "total_charge": 0, "homo_lumo_gap_ha": 0.39712, "e_lumo_ev": 1.079}


Q: What is the formula in the third record?
A: C5H6